C49H48AsBrN7OPPt as an isolated structure in a non-equilibrium geometry. Source: the OMol25 dataset; level of theory: wB97M-V/def2-TZVPD.

The geometry in XYZ format:
```
109
Properties=species:S:1:pos:R:3:forces:R:3:lowdin_spin:R:1
Pt -1.724 -0.415 0.831 0.5688 -0.1506 -0.5359 1.13
C 1.192 -3.040 0.744 0.0709 -0.7230 -0.3419 0.00
C 1.983 -2.096 1.657 -0.1892 0.6400 -0.7435 0.00
C 2.003 -2.470 3.147 -0.7239 -1.7571 -2.3434 0.00
C 1.527 -0.644 1.317 -0.2921 0.2566 1.6031 0.03
C 2.291 0.510 2.049 -1.0997 -1.9136 -0.2177 0.01
O 1.504 0.699 3.254 -0.8197 -0.6880 -0.5518 0.00
C 0.286 0.214 2.971 -0.3803 0.6261 1.3348 0.01
N 0.132 -0.419 1.850 0.3730 0.3885 0.3657 0.09
C -0.712 0.391 4.104 0.4415 -0.5434 -1.7444 0.01
C -0.167 0.171 5.346 -0.1544 0.2757 1.2813 0.00
C -0.973 0.265 6.500 0.7077 0.2105 -0.5346 0.02
C -2.313 0.606 6.345 0.2159 -0.8394 1.5673 0.00
C -2.885 0.705 5.085 1.6356 -0.1346 -0.9658 0.02
C -2.096 0.609 3.915 0.5394 0.2491 1.5528 0.03
P -2.739 1.031 2.311 0.2144 0.2706 0.1922 0.20
C -4.502 1.022 2.335 0.0210 -0.2581 -0.3511 0.03
C -5.142 2.225 2.123 -0.9079 0.2482 0.4902 0.02
C -6.520 2.249 2.267 -0.0447 -0.4434 0.5115 0.00
C -7.206 1.101 2.667 -1.4137 0.1770 -0.2632 0.02
C -6.598 -0.128 2.789 1.1842 -0.0586 -0.1130 0.00
C -5.238 -0.150 2.561 1.3869 -1.1724 0.5441 0.02
C -2.061 2.668 1.826 -0.4868 -1.1565 0.5691 0.05
C -2.338 3.109 0.554 -0.4895 -0.3468 -1.6200 0.03
C -1.852 4.360 0.134 -0.3670 -1.7045 2.0232 0.00
C -1.104 5.089 1.039 -0.1254 0.6444 -0.5463 0.03
C -0.818 4.629 2.340 0.3573 1.6206 -0.9513 0.00
C -1.325 3.441 2.728 -0.3958 -2.2480 1.9207 0.01
H 1.610 -4.083 0.677 -0.1304 1.1292 -0.0026 0.00
H 1.126 -2.578 -0.272 0.1477 -0.5859 0.5097 0.00
H 0.159 -3.173 1.082 0.1561 0.1644 0.1993 0.00
H 3.004 -2.102 1.338 0.8635 -0.1295 -0.4787 0.00
H 0.949 -2.515 3.405 0.0087 -0.1826 0.8959 0.00
H 2.554 -1.749 3.659 0.7347 1.0406 1.2969 0.00
H 2.510 -3.472 3.223 -0.7034 0.9744 0.2402 0.00
H 1.502 -0.465 0.264 0.2107 -0.0671 -0.7686 0.02
H 2.195 1.409 1.486 0.4372 0.8046 -0.3880 0.00
H 3.285 0.196 2.308 0.4810 0.3351 0.1693 0.00
H 0.897 -0.010 5.431 -0.0984 -0.0859 0.0868 0.00
H -0.517 0.118 7.501 -0.4785 0.1413 -0.8281 0.00
H -2.840 0.666 7.320 -0.2798 0.1986 -1.1416 0.00
H -3.899 0.851 4.900 -1.7151 0.4360 0.3135 0.00
H -4.613 3.153 1.985 0.1135 0.0432 -0.1749 0.00
H -7.010 3.194 2.199 -0.5082 0.3646 -0.1375 0.00
H -8.280 1.076 2.863 0.2338 0.6540 -0.1022 0.00
H -7.102 -1.036 3.104 -0.1839 0.2491 -0.1754 0.00
H -4.673 -1.107 2.675 -0.4872 0.7696 -0.1073 0.00
H -2.976 2.458 -0.112 0.7318 0.9750 0.6426 0.00
H -2.180 4.739 -0.779 -0.1281 0.7063 -1.4351 0.00
H -0.848 6.080 0.662 0.4188 -0.1350 0.6441 0.00
H -0.254 5.269 3.006 -0.0495 -0.0939 0.0748 0.00
H -1.242 3.003 3.768 0.2633 0.9989 -1.2021 0.00
C -2.532 -4.359 -2.680 0.2936 -1.1544 1.5692 0.04
C -2.477 -4.190 -1.152 -0.5435 -1.2791 -3.2053 0.20
C -2.805 -5.205 -0.242 0.3662 -0.4876 -1.6041 -0.01
C -2.793 -4.926 1.069 -1.6100 -2.1985 1.8044 0.12
C -2.547 -3.605 1.472 0.2697 0.4232 2.6369 0.16
Br -2.637 -3.265 3.360 0.1644 -0.1220 -1.9815 0.26
N -2.199 -2.661 0.645 0.1825 1.7342 -2.7690 0.12
C -2.148 -2.935 -0.713 0.2033 1.4443 3.8618 0.22
H -3.557 -4.478 -3.027 -0.1800 -0.3307 0.0719 0.01
H -1.935 -5.238 -2.959 -0.4408 -0.1677 0.0413 0.01
H -2.106 -3.558 -3.229 0.3770 1.1117 -0.1624 0.00
H -3.024 -6.181 -0.658 -0.1334 -0.1180 0.3084 0.00
H -3.153 -5.693 1.822 0.7743 1.0288 -0.9100 0.00
H -1.871 -2.124 -1.379 0.0259 -0.2754 0.2105 0.01
C 7.933 -1.018 -1.272 -0.3154 -0.0426 0.0580 0.06
C 7.549 0.250 -0.813 -1.0566 -0.3174 -0.5593 0.00
C 6.224 0.642 -1.110 1.9309 -0.8266 1.0468 0.04
C 5.375 -0.237 -1.768 -0.5781 0.8703 -0.3929 0.08
C 5.742 -1.501 -2.188 0.5604 -1.0035 -0.0195 0.03
C 7.032 -1.918 -1.900 0.0286 1.6385 0.5889 0.00
As 3.707 0.493 -2.214 -0.1415 0.1794 -0.1119 0.43
C 2.842 -0.460 -3.608 0.0971 0.6350 -0.0078 0.08
C 2.160 -1.670 -3.400 0.7741 -0.0018 -0.2946 0.02
C 1.674 -2.285 -4.553 -0.2965 0.4244 0.7539 0.00
C 1.823 -1.723 -5.810 -0.7470 -0.2715 0.3577 0.02
C 2.444 -0.518 -5.961 0.1963 0.0096 1.7782 0.00
C 2.946 0.172 -4.863 -0.4600 -1.1772 -0.3998 0.03
C 3.926 2.251 -2.863 -1.2958 1.3484 0.3132 0.07
C 2.756 3.090 -2.998 1.2313 -0.8969 -0.0687 0.03
C 2.919 4.359 -3.506 -1.0342 0.1640 0.4836 0.00
C 4.202 4.835 -3.765 -0.5267 0.2941 -0.4558 0.03
C 5.336 4.078 -3.628 -0.5133 -1.4412 0.3342 0.00
C 5.180 2.750 -3.166 0.1340 0.8543 -0.5694 0.03
H 8.960 -1.308 -1.146 0.2021 -0.2967 0.1814 0.00
H 8.211 0.910 -0.227 -0.3105 -0.4885 -0.6277 0.00
H 5.929 1.604 -0.772 -0.5388 0.6489 0.1374 0.00
H 5.087 -2.160 -2.767 0.0576 0.3233 0.3517 0.00
H 7.324 -2.908 -2.130 0.4835 -0.7022 -0.4100 0.00
H 2.128 -2.151 -2.388 -0.1383 0.5304 -1.0830 0.00
H 1.035 -3.125 -4.454 -0.1803 -1.0126 0.0476 0.00
H 1.298 -2.155 -6.642 0.1545 -0.3477 -0.3050 0.00
H 2.480 -0.055 -6.877 0.1717 0.8776 -2.1181 0.00
H 3.375 1.134 -5.114 0.1964 0.0072 0.7652 0.00
H 1.786 2.682 -2.749 -0.1167 0.0788 -0.0207 0.00
H 2.042 5.036 -3.668 0.9240 -0.7848 0.1592 0.00
H 4.224 5.815 -4.174 0.4695 0.7667 -0.1912 0.00
H 6.295 4.441 -3.941 0.2970 0.1289 0.0578 0.00
H 6.016 2.085 -3.149 0.5344 -0.1146 0.1068 0.00
N -5.888 0.390 -2.584 -0.0315 0.0811 0.7324 0.00
N -4.594 0.163 -2.188 -1.6815 0.0365 -0.2028 0.00
N -3.556 0.348 -2.959 0.1667 0.1808 -0.0272 0.00
C -2.570 0.163 -2.095 0.0149 0.4758 0.1813 0.02
N -3.066 -0.120 -0.879 1.7395 -0.0801 0.5739 0.06
N -4.367 -0.131 -0.957 -0.0320 -0.1520 0.3060 0.00
H -6.033 -0.018 -3.495 -0.4575 -0.1123 -0.0998 0.00
H -6.541 0.165 -1.801 0.7449 0.0507 -1.2309 0.00
H -1.520 0.370 -2.268 -0.2712 -0.3173 -0.2536 0.00
```
Forces are in eV/Å.

Results
E_LUMO (alpha / beta) in eV: -10.7217 / -15.1169
⟨S²⟩: 6.036
Multiplicity: 5
Orbital gap (alpha / beta) in Ha: 0.2164 / 0.0847
Charge: +4

***

C47H54BCl2F4N2OTl as an isolated structure in a non-equilibrium geometry. Source: the OMol25 dataset; level of theory: wB97M-V/def2-TZVPD.

The geometry in XYZ format:
```
112
Properties=species:S:1:pos:R:3:forces:R:3:mulliken_charge:R:1
Tl -1.488 0.803 0.555 0.0167 -0.0765 -0.0887 0.66
Cl -5.772 0.647 2.935 -0.0074 0.0153 -0.0096 -0.26
C -4.996 1.797 1.819 -0.1231 -0.0791 -0.0821 0.97
Cl -5.522 1.521 0.145 -0.0578 -0.0212 -0.0660 -0.21
H -3.925 1.654 1.862 -0.0325 -0.0539 0.0145 -0.99
H -5.262 2.802 2.118 -0.0379 -0.1537 -0.0453 0.22
C -0.365 5.433 -0.912 -0.0212 0.0058 0.0041 -1.75
C -0.943 4.031 -1.104 -0.0034 0.0533 0.0057 1.19
C -2.470 4.075 -1.203 0.0090 -0.0028 0.0090 -1.28
C -0.333 3.316 -2.294 -0.0348 0.0638 -0.0050 1.31
C -0.374 3.908 -3.550 -0.0029 0.0418 0.0330 -0.31
C 0.177 3.292 -4.663 -0.0026 0.0102 -0.0272 -1.51
C 0.744 2.035 -4.522 -0.0016 0.0125 0.0264 -0.60
C 0.786 1.396 -3.289 -0.0683 0.0926 0.0931 0.78
C 1.327 -0.019 -3.216 0.0209 0.0292 -0.0256 2.32
C 2.813 -0.100 -3.568 0.0319 -0.0169 0.0102 -1.67
C 0.519 -0.947 -4.129 0.0092 -0.0178 0.0095 -1.53
C 0.280 2.054 -2.138 -0.0157 -0.1950 0.0208 -1.59
N 0.324 1.465 -0.873 0.1552 -0.0752 -0.1034 0.95
C 1.538 1.325 -0.249 -0.0375 -0.1065 0.0556 -0.46
C 1.651 0.655 0.963 -0.1314 0.0038 -0.0495 -0.69
N 0.549 0.098 1.572 0.1547 0.0695 -0.0568 0.81
C 0.736 -0.669 2.722 -0.0645 -0.0320 -0.0859 -1.03
C 0.239 -0.209 3.963 -0.0198 0.0155 0.0390 0.64
C 0.449 -0.971 5.107 -0.0263 0.0112 -0.0154 -0.28
C 1.129 -2.178 5.062 0.0055 -0.0121 0.0063 -1.53
C 1.571 -2.655 3.837 0.0208 0.0220 0.0048 -0.32
C 1.370 -1.934 2.667 0.0009 0.0472 0.0032 0.73
C 1.776 -2.548 1.338 0.0121 0.0294 0.0188 2.09
C 3.289 -2.734 1.203 -0.0053 -0.0283 0.0055 -1.59
C 1.066 -3.888 1.121 -0.0099 -0.0350 0.0309 -1.78
C -0.529 1.096 4.062 0.0283 -0.0042 0.0249 1.39
C -2.015 0.840 4.321 -0.0081 0.0084 -0.0047 -1.21
C 0.047 2.047 5.111 -0.0072 0.0157 -0.0032 -1.69
C 3.006 0.876 1.498 0.0096 -0.0201 -0.0202 0.12
C 3.682 0.569 2.653 -0.0342 -0.0067 -0.0129 0.79
C 5.028 1.012 2.805 0.0151 0.0056 -0.0049 -1.08
C 5.681 1.750 1.855 0.0102 -0.0060 0.0226 -0.93
C 4.991 2.116 0.661 -0.0572 -0.0135 -0.0052 1.34
C 5.482 2.955 -0.384 0.0151 0.0111 -0.0216 -1.01
C 4.654 3.286 -1.422 0.0062 -0.0031 0.0155 -1.09
C 3.311 2.818 -1.521 -0.0096 0.0022 -0.0009 0.77
C 2.825 1.982 -0.547 -0.0316 -0.0051 0.0140 0.22
C 3.696 1.662 0.532 0.0752 0.0159 0.0029 -1.48
H -0.781 5.882 -0.007 -0.0068 0.0047 0.0026 0.43
H -0.609 6.087 -1.755 -0.0011 0.0080 -0.0037 0.34
H 0.722 5.396 -0.814 0.0045 -0.0031 -0.0034 0.36
H -0.686 3.455 -0.215 0.0250 0.0288 -0.0499 -0.45
H -2.785 4.665 -2.071 -0.0025 -0.0016 -0.0010 0.32
H -2.899 4.516 -0.302 0.0068 0.0132 0.0005 0.27
H -2.881 3.069 -1.313 -0.0116 0.0060 -0.0104 0.24
H -0.841 4.882 -3.656 0.0013 0.0120 -0.0067 0.29
H 0.149 3.778 -5.631 -0.0004 0.0015 -0.0043 0.35
H 1.151 1.532 -5.395 -0.0038 0.0094 0.0022 0.21
H 1.203 -0.356 -2.187 -0.0175 -0.0044 0.0852 -1.07
H 2.992 0.261 -4.586 -0.0006 -0.0061 0.0036 0.34
H 3.163 -1.135 -3.514 0.0052 0.0024 0.0042 0.46
H 3.413 0.501 -2.885 -0.0143 -0.0078 -0.0103 0.25
H 0.639 -0.668 -5.180 -0.0035 0.0036 0.0153 0.45
H -0.545 -0.908 -3.892 -0.0055 0.0041 0.0027 0.32
H 0.856 -1.982 -4.022 0.0094 -0.0268 0.0023 0.30
H 0.073 -0.606 6.057 0.0067 0.0042 0.0074 0.34
H 1.292 -2.752 5.967 0.0025 0.0006 0.0016 0.34
H 2.074 -3.617 3.788 0.0026 -0.0108 0.0036 0.29
H 1.451 -1.856 0.560 -0.0008 0.0110 -0.0128 -1.13
H 3.670 -3.392 1.991 0.0015 0.0008 -0.0072 0.31
H 3.813 -1.783 1.272 0.0056 0.0384 0.0059 0.28
H 3.532 -3.191 0.239 0.0002 0.0030 -0.0012 0.46
H 1.441 -4.647 1.813 0.0063 0.0049 0.0132 0.48
H 1.235 -4.253 0.103 -0.0020 -0.0053 -0.0019 0.36
H -0.010 -3.798 1.279 0.0301 -0.0194 0.0174 0.41
H -0.439 1.598 3.098 0.0044 0.0000 0.0249 -0.40
H -2.160 0.353 5.292 0.0000 -0.0093 0.0044 0.32
H -2.439 0.184 3.556 -0.0053 -0.0121 0.0093 0.13
H -2.575 1.777 4.310 0.0296 -0.0243 0.0193 0.33
H -0.062 1.645 6.123 -0.0010 -0.0098 0.0082 0.33
H -0.480 3.002 5.068 -0.0049 -0.0054 0.0022 0.39
H 1.109 2.227 4.930 0.0098 0.0016 -0.0011 0.35
H 3.223 0.001 3.453 -0.0198 -0.0094 -0.0047 0.51
H 5.547 0.752 3.722 0.0089 -0.0010 0.0007 0.40
H 6.703 2.077 2.014 0.0035 -0.0003 0.0059 0.35
H 6.495 3.342 -0.338 0.0018 0.0035 -0.0038 0.35
H 5.023 3.940 -2.205 0.0077 0.0008 -0.0028 0.41
H 2.705 3.135 -2.361 -0.0072 0.0007 0.0041 0.50
C -1.179 -6.307 -4.373 -0.0021 -0.0023 -0.0013 -1.59
C -1.807 -5.430 -3.325 -0.0025 0.0009 -0.0003 0.42
C -1.097 -4.390 -2.748 0.0080 -0.0143 -0.0003 -0.93
C -1.657 -3.545 -1.793 -0.0210 0.0017 -0.0117 0.50
C -0.814 -2.426 -1.261 -0.0753 0.0487 0.0700 -0.61
C -2.992 -3.769 -1.405 0.0453 0.1023 0.0524 0.85
C -3.647 -2.927 -0.368 0.4728 0.5662 0.5345 -0.72
O -3.074 -2.140 0.365 -0.5889 -0.7904 -0.6527 -0.43
C -3.730 -4.813 -1.989 -0.0366 0.0023 0.0299 1.38
C -5.166 -5.093 -1.610 -0.0124 -0.0331 -0.0038 -1.82
C -3.126 -5.629 -2.933 -0.0390 0.0016 0.0038 -0.76
H -0.093 -6.222 -4.357 -0.0007 -0.0001 0.0012 0.36
H -1.520 -6.021 -5.370 0.0005 0.0013 0.0001 0.31
H -1.444 -7.355 -4.223 -0.0020 0.0037 0.0011 0.38
H -0.069 -4.216 -3.049 0.0014 -0.0031 0.0010 0.17
H 0.184 -2.474 -1.690 0.0669 0.0057 -0.0166 0.36
H -0.737 -2.441 -0.176 -0.0270 0.0253 -0.0513 0.02
H -1.245 -1.456 -1.515 -0.0176 0.0321 -0.0044 0.24
H -4.744 -3.063 -0.271 0.1863 0.0748 0.0206 0.29
H -5.818 -4.244 -1.817 0.0041 0.0016 -0.0102 0.37
H -5.268 -5.330 -0.550 -0.0026 -0.0007 -0.0024 0.38
H -5.538 -5.945 -2.180 0.0029 0.0020 0.0066 0.33
H -3.696 -6.441 -3.374 0.0019 0.0091 0.0086 0.30
F -2.568 3.331 2.323 0.1583 0.0608 -0.0829 0.01
B -3.185 4.431 2.963 0.0829 0.1137 -0.0024 0.53
F -2.359 4.900 3.991 -0.0124 -0.0021 0.0534 -0.39
F -4.421 3.992 3.500 0.0180 0.1992 0.1937 -0.44
F -3.420 5.449 2.023 -0.0187 -0.0304 0.0058 -0.41
```
Forces are in eV/Å.

Results
E_LUMO in eV: 3.5193
Orbital gap in Ha: 0.1469
Charge: -2
Energy above the lowest of the compared OMol25 structures with the same formula, charge and spin in kcal/mol: 0.0

***

Q: Look up the charge of the first one.
A: +4